(1)
A 6-piece molecular cluster, C24H60NO11P overall. Source: the OMol25 dataset; level of theory: ωB97M-V with the def2-TZVPD basis set.

Summary:
HOMO-LUMO gap ... 9.89 eV
Structure (SMILES) ... COCCCCO[P@@](=O)(OC)ON(C)C(C)=O.CC(C)O.CC(C)O.CC(C)O.CC(C)O.CC(C)O

The geometry in XYZ format:
```
97
C24H60NO11P (ωB97M-V with the def2-TZVPD basis set)
C -0.49 -0.57 3.90
O -0.07 0.52 3.11
C -1.00 0.86 2.10
C -0.80 0.11 0.78
C 0.55 0.40 0.06
C 1.75 -0.17 0.83
O 2.96 -0.17 0.04
P 4.26 -0.22 1.01
O 4.00 -0.86 2.29
O 5.35 -1.09 0.19
C 5.05 -2.49 0.37
O 4.85 1.27 1.27
N 3.92 2.04 1.99
C 3.10 2.90 1.13
C 4.55 2.76 3.07
C 3.93 2.67 4.45
O 5.49 3.44 2.88
H -1.34 -0.28 4.55
H 0.34 -0.81 4.58
H -0.71 -1.48 3.32
H -1.02 1.95 2.00
H -2.01 0.56 2.47
H -1.59 0.46 0.09
H -0.94 -0.98 0.85
H 0.65 1.47 -0.18
H 0.54 -0.11 -0.92
H 1.47 -1.15 1.25
H 1.92 0.49 1.70
H 5.57 -2.91 1.23
H 3.97 -2.68 0.49
H 5.37 -3.06 -0.51
H 2.09 2.93 1.55
H 3.04 2.52 0.10
H 3.45 3.94 1.14
H 3.13 3.43 4.55
H 4.70 2.93 5.19
H 3.48 1.69 4.65
C 8.37 6.73 4.38
C 8.95 5.41 3.87
C 8.81 5.30 2.36
O 8.27 4.32 4.49
H 7.31 6.80 4.14
H 8.47 6.79 5.46
H 8.89 7.58 3.93
H 10.00 5.34 4.15
H 7.76 5.33 2.06
H 9.22 4.35 2.01
H 9.34 6.11 1.85
H 7.34 4.38 4.25
C 0.44 -4.91 -1.77
C 0.05 -3.56 -2.35
C 1.24 -2.86 -2.98
O -0.50 -2.74 -1.32
H 1.19 -4.79 -0.98
H -0.42 -5.40 -1.31
H 0.85 -5.57 -2.54
H -0.73 -3.70 -3.10
H 2.02 -2.67 -2.23
H 0.95 -1.89 -3.38
H 1.68 -3.46 -3.78
H 0.18 -2.60 -0.65
C -4.61 -5.17 -1.18
C -4.43 -4.49 0.16
C -4.43 -2.98 0.02
O -3.21 -4.91 0.76
H -3.79 -4.92 -1.86
H -4.61 -6.26 -1.07
H -5.55 -4.88 -1.66
H -5.24 -4.79 0.83
H -3.59 -2.66 -0.62
H -4.28 -2.50 0.99
H -5.36 -2.61 -0.42
H -2.49 -4.65 0.17
C -4.33 1.48 -0.86
C -3.84 2.42 -1.95
C -4.49 2.09 -3.29
O -2.42 2.31 -2.07
H -4.08 0.44 -1.09
H -3.86 1.72 0.09
H -5.42 1.55 -0.73
H -4.06 3.45 -1.68
H -4.24 1.07 -3.60
H -4.12 2.76 -4.06
H -5.57 2.18 -3.23
H -2.21 1.40 -2.31
C -6.74 -2.33 -5.24
C -7.03 -1.21 -4.26
C -8.52 -1.07 -4.00
O -6.51 0.02 -4.77
H -7.21 -2.14 -6.21
H -5.67 -2.41 -5.43
H -7.10 -3.29 -4.87
H -6.51 -1.40 -3.32
H -9.05 -0.83 -4.92
H -8.71 -0.26 -3.30
H -8.93 -1.99 -3.59
H -6.96 0.21 -5.61
```

***

(2)
A 6-piece molecular cluster, C24H60O18S4 overall. Source: the OMol25 dataset; level of theory: ωB97M-V with the def2-TZVPD basis set.

Summary:
HOMO-LUMO gap ... 9.17 eV
Structure (SMILES) ... CCOS(C)(=O)=O.CCOS(C)(=O)=O.CCOS(C)(=O)=O.CCOS(C)(=O)=O.COCCOCCOC.COCCOCCOC

The geometry in XYZ format:
```
106
C24H60O18S4 (ωB97M-V with the def2-TZVPD basis set)
O -5.16 -3.90 0.29
S -3.77 -4.34 0.06
O -2.66 -3.33 0.24
O -3.53 -5.70 1.06
C -4.62 -6.64 1.25
C -3.84 -7.68 2.11
C -3.46 -5.01 -1.68
H -4.89 -7.08 0.29
H -5.48 -6.25 1.80
H -3.35 -7.19 2.94
H -3.17 -8.39 1.63
H -4.63 -8.25 2.61
H -2.41 -4.88 -1.91
H -4.07 -4.34 -2.29
H -3.73 -6.06 -1.61
O -1.11 5.76 -0.28
S -0.98 5.38 1.13
O -0.26 6.19 2.06
O -2.44 4.88 1.83
C -2.38 4.39 3.20
C -3.62 4.80 4.02
C -0.09 3.81 1.08
H -1.43 4.58 3.69
H -2.32 3.32 3.04
H -4.54 4.38 3.64
H -3.73 5.88 4.14
H -3.47 4.45 5.05
H 0.62 3.80 0.25
H -0.70 2.91 1.13
H 0.51 3.72 1.98
O 2.76 -2.25 -0.52
S 3.93 -1.73 -1.13
O 5.16 -1.49 -0.36
O 4.38 -2.58 -2.45
C 3.51 -2.95 -3.53
C 3.84 -2.14 -4.77
C 3.34 -0.05 -1.85
H 2.43 -2.95 -3.37
H 3.58 -4.04 -3.56
H 4.92 -2.09 -4.85
H 3.44 -1.13 -4.90
H 3.36 -2.81 -5.48
H 4.23 0.56 -2.03
H 2.44 0.27 -1.32
H 2.99 -0.11 -2.88
O 0.56 -0.50 -5.57
S -0.24 -1.60 -5.10
O 0.38 -2.80 -4.68
O -1.25 -0.90 -3.98
C -0.64 -0.44 -2.78
C 0.02 0.99 -2.79
C -1.44 -2.15 -6.32
H 0.14 -1.08 -2.38
H -1.37 -0.44 -1.97
H 1.04 0.95 -3.18
H 0.15 1.47 -1.83
H -0.47 1.69 -3.47
H -1.02 -2.47 -7.28
H -2.13 -1.30 -6.43
H -2.04 -2.95 -5.90
C -6.25 4.72 -0.64
O -5.51 3.61 -1.02
C -4.27 3.55 -0.42
C -3.33 2.49 -0.99
O -2.54 1.87 0.03
C -3.07 0.86 0.92
C -1.91 -0.15 1.40
O -0.94 0.63 2.24
C 0.38 0.15 2.12
H -6.20 4.78 0.45
H -7.27 4.44 -0.91
H -5.93 5.70 -0.99
H -4.42 3.50 0.66
H -3.66 4.44 -0.62
H -2.71 2.99 -1.74
H -3.80 1.63 -1.45
H -3.90 0.44 0.35
H -3.58 1.31 1.78
H -1.40 -0.59 0.54
H -2.24 -0.97 2.05
H 0.89 0.64 2.95
H 0.90 0.44 1.21
H 0.31 -0.93 2.14
C 3.58 4.61 0.71
O 3.77 3.16 0.73
C 4.79 2.57 1.56
C 4.85 1.09 1.75
O 3.72 0.48 2.35
C 3.68 -0.94 2.60
C 4.91 -1.77 2.86
O 5.32 -1.71 4.17
C 6.45 -2.57 4.41
H 3.25 5.18 1.59
H 2.82 4.80 -0.04
H 4.43 5.21 0.38
H 4.59 2.83 2.60
H 5.80 2.96 1.40
H 5.65 0.82 2.43
H 4.89 0.86 0.68
H 3.09 -1.57 1.94
H 2.97 -0.99 3.42
H 5.75 -1.56 2.21
H 4.57 -2.79 2.67
H 6.34 -3.54 3.93
H 6.52 -2.69 5.49
H 7.39 -2.18 4.02
```

***

(3)
A 8-piece molecular cluster, C24H61F3N2O16S5 overall. Source: the OMol25 dataset; level of theory: ωB97M-V with the def2-TZVPD basis set.

Summary:
HOMO-LUMO gap ... 3.96 eV

The geometry in XYZ format:
```
111
C24H61F3N2O16S5 (ωB97M-V with the def2-TZVPD basis set)
N 0.31 -1.02 0.06
H -0.02 -1.01 -0.89
H 0.74 -1.91 0.29
H -0.43 -0.80 0.71
H 0.97 -0.27 0.21
C -6.57 3.13 -0.21
C -7.24 1.83 -0.01
C -6.34 0.62 -0.24
N -7.18 -0.74 -0.47
C -7.85 -0.72 -1.88
C -8.10 -1.02 0.74
C -8.33 -2.53 0.66
C -6.96 -3.11 0.29
C -6.27 -1.94 -0.47
H -7.25 3.98 -0.16
H -5.94 3.06 -1.10
H -5.84 3.29 0.59
H -8.11 1.72 -0.66
H -7.55 1.75 1.03
H -5.84 0.56 0.73
H -5.61 0.60 -1.05
H -8.11 -1.76 -2.11
H -7.12 -0.47 -2.65
H -8.69 -0.02 -1.93
H -8.97 -0.37 0.64
H -7.80 -0.69 1.73
H -9.00 -2.72 -0.18
H -8.85 -2.91 1.54
H -7.03 -4.05 -0.27
H -6.59 -3.40 1.27
H -6.04 -2.13 -1.52
H -5.32 -1.65 -0.02
C -3.58 0.53 6.19
F -4.26 1.37 5.33
F -2.38 1.05 6.54
F -4.39 0.33 7.27
S -3.36 -1.16 5.22
O -2.44 -2.04 5.97
O -4.73 -1.67 5.06
O -2.81 -0.69 3.95
C -1.87 1.23 -5.10
C -2.29 -0.26 -5.45
C -1.64 -0.78 -6.75
O -1.96 -1.05 -4.34
H -2.00 1.51 -4.06
H -2.58 1.86 -5.64
H -0.85 1.56 -5.33
H -3.38 -0.24 -5.48
H -1.64 -0.13 -7.63
H -2.21 -1.63 -7.12
H -0.60 -1.09 -6.66
O 6.36 0.04 3.74
S 5.47 0.92 2.91
O 4.50 0.27 1.99
O 4.56 1.86 3.93
C 3.40 1.37 4.54
C 3.69 0.36 5.73
C 6.40 2.27 2.11
H 2.63 1.00 3.87
H 2.89 2.26 4.91
H 2.86 0.17 6.41
H 4.50 0.71 6.36
H 3.91 -0.56 5.19
H 6.99 1.85 1.29
H 7.12 2.58 2.86
H 5.75 3.05 1.70
O 1.80 4.53 -0.17
S 1.53 5.91 0.16
O 0.20 6.30 0.63
O 2.69 6.39 1.28
C 2.73 7.75 1.68
C 3.71 7.87 2.85
C 2.00 7.13 -1.21
H 1.81 8.09 2.15
H 3.16 8.47 1.00
H 3.78 8.85 3.33
H 4.77 7.68 2.65
H 3.44 7.31 3.75
H 3.09 7.13 -1.24
H 1.53 8.06 -0.91
H 1.63 6.72 -2.15
O 5.39 -0.79 -7.19
S 6.15 -0.87 -5.93
O 6.96 -2.05 -5.66
O 7.12 0.42 -5.71
C 6.84 1.57 -6.57
C 7.62 2.79 -6.10
C 5.04 -0.51 -4.44
H 5.80 1.86 -6.41
H 6.98 1.48 -7.65
H 7.26 3.76 -6.45
H 8.66 2.71 -6.40
H 7.60 2.81 -5.01
H 4.98 0.55 -4.19
H 5.65 -1.06 -3.72
H 4.07 -0.92 -4.73
O 2.51 -6.02 3.07
S 2.04 -6.76 1.93
O 2.18 -6.14 0.62
O 2.75 -8.24 1.74
C 3.02 -9.04 2.90
C 4.56 -9.47 3.01
C 0.19 -7.21 2.23
H 2.47 -9.98 2.89
H 2.75 -8.53 3.82
H 5.19 -8.60 3.19
H 4.81 -10.06 2.12
H 4.82 -10.09 3.87
H -0.21 -7.63 1.31
H -0.36 -6.31 2.51
H 0.14 -7.98 3.00
```

***

(4)
C24H61FN3O8Pb as an isolated structure. Source: the OMol25 dataset; level of theory: ωB97M-V with the def2-TZVPD basis set.

Summary:
HOMO-LUMO gap ... 7.77 eV
Net charge ... +1

The geometry in XYZ format:
```
98
C24H61FN3O8Pb (ωB97M-V with the def2-TZVPD basis set)
Pb -0.49 -0.20 -1.72
F 0.06 -0.07 0.62
C 1.57 -4.67 -0.86
C 0.92 -3.73 -1.86
C -0.25 -4.41 -2.54
O 0.38 -2.61 -1.09
H 0.81 -4.97 -0.13
H 2.44 -4.28 -0.34
H 1.95 -5.56 -1.36
H 1.65 -3.34 -2.57
H 0.04 -5.39 -2.92
H -0.67 -3.77 -3.31
H -1.02 -4.58 -1.78
H 0.79 -2.66 -0.21
C -1.90 -1.90 4.99
C -1.87 -1.08 3.71
C -1.65 0.41 4.00
O -0.80 -1.56 2.89
H -2.36 -1.41 5.84
H -0.85 -2.06 5.29
H -2.28 -2.90 4.81
H -2.80 -1.17 3.14
H -0.59 0.59 4.20
H -2.29 0.78 4.81
H -1.89 1.00 3.11
H -0.69 -0.92 2.16
C 4.16 -1.52 3.70
O 3.59 -0.60 4.57
C 2.49 0.09 4.01
C 2.93 1.18 3.02
N 1.81 1.93 2.51
C 1.18 2.84 3.44
C 0.02 3.58 2.82
O -0.60 4.42 3.79
C 0.15 5.54 4.14
H 4.48 -1.06 2.76
H 3.42 -2.29 3.43
H 5.04 -1.96 4.16
H 1.94 0.52 4.84
H 1.82 -0.62 3.50
H 3.38 0.68 2.16
H 3.64 1.80 3.56
H 1.22 1.54 1.79
H 1.93 3.57 3.75
H 0.78 2.38 4.36
H -0.81 2.98 2.43
H 0.27 4.23 1.96
H 1.07 5.31 4.69
H -0.41 6.26 4.73
H 0.47 6.10 3.23
C 2.79 -0.61 -0.73
O 2.12 0.14 -1.76
C 2.65 1.43 -1.89
C 1.93 2.08 -3.05
N 0.47 2.11 -2.78
C 0.21 2.89 -1.54
C -1.28 3.14 -1.36
O -1.91 1.88 -1.07
C -3.02 2.00 -0.21
H 2.61 -0.20 0.26
H 3.85 -0.67 -0.97
H 2.38 -1.62 -0.81
H 3.69 1.34 -2.25
H 2.67 2.05 -0.98
H 2.16 1.46 -3.91
H 2.27 3.12 -3.17
H 0.07 2.72 -3.49
H 0.74 3.85 -1.54
H 0.57 2.41 -0.62
H -1.74 3.63 -2.22
H -1.39 3.76 -0.46
H -2.84 2.63 0.67
H -3.21 1.02 0.23
H -3.91 2.33 -0.75
C -2.84 -2.03 0.38
O -2.47 -1.63 -0.94
C -3.54 -1.75 -1.86
C -3.13 -1.48 -3.29
N -2.53 -0.12 -3.52
C -2.04 0.02 -4.91
C -0.91 -0.90 -5.27
O 0.12 -0.82 -4.31
C 1.36 -1.33 -4.78
H -1.94 -2.16 0.97
H -3.38 -2.97 0.33
H -3.48 -1.28 0.84
H -4.36 -1.07 -1.56
H -4.00 -2.75 -1.82
H -4.02 -1.52 -3.93
H -2.41 -2.23 -3.62
H -3.32 0.51 -3.48
H -1.71 1.06 -4.97
H -2.85 -0.04 -5.65
H -0.52 -0.54 -6.23
H -1.21 -1.94 -5.42
H 1.21 -2.26 -5.34
H 2.05 -1.52 -3.96
H 1.82 -0.57 -5.43
```

***

Relative energy (zero: lowest compared OMol25 entry of this formula, charge and spin): 0.0 467.9 580.8 0.0 (kJ/mol)
LUMO level: 0.44 0.03 -1.10 -2.10 (eV)
HOMO energy: -0.3475 -0.3360 -0.1859 -0.3627 (Ha)